(1)
Computed, not measured: C15H39Cd2N2O7 as an isolated structure, with ωB97M-V/def2-TZVPD.

Summary:
Total charge = +1
E_LUMO = -7.30 eV
Calculated total energy = -1566.0502 hartree
Highest occupied orbital energy = -10.28 eV
Molar mass = 584.31 g mol⁻¹

CARTESIAN COORDINATES (ANGSTROEM)
Cd 4.6686 -2.0896 1.0128
Cd 5.0035 0.7530 -0.1973
O -0.1443 -2.4902 -2.7488
O -0.4209 2.8947 -6.5604
O -3.6387 -2.4498 6.2950
O 5.4509 -1.2066 -0.8391
O 3.6574 -0.2184 1.1823
O -1.7085 1.3423 3.3757
O 4.3438 2.2341 -1.4693
N 0.1134 0.4226 -3.7891
N -3.0015 -1.2650 3.6815
C -0.0156 -1.3009 -2.0234
C -4.5085 -1.5768 5.6058
C 4.7998 3.3944 -2.1119
C -2.9778 -0.4682 2.4631
C -4.0372 -2.8113 7.5846
C -0.6546 1.3743 -4.6026
C 0.3363 -3.6084 -2.0462
C -0.4573 1.9417 3.4973
C -4.3251 -1.7595 4.1024
C -0.7247 -0.1358 -2.7461
C 0.2443 2.0482 -5.6566
C -1.6408 0.2886 2.4330
C 6.2712 -1.7061 -1.8846
C 2.3646 0.4139 1.1620
C -1.0808 4.0133 -5.9526
H 1.0235 2.5988 -5.1190
H 0.6731 1.2740 -6.2897
H 0.2729 1.1688 3.8009
H -2.5904 -0.6728 4.3944
H -1.7308 4.5277 -6.6492
H -5.1237 -1.3863 3.4604
H 5.8276 -2.5859 -2.3516
H -4.0525 -1.9791 8.3050
H 2.2846 1.1371 0.3415
H 4.9661 3.1954 -3.1740
H 5.7475 3.7218 -1.6679
H -0.5748 -1.3869 -1.0762
H 7.2904 -1.8730 -1.5316
H 0.1036 -4.5129 -2.6088
H 2.1013 0.8986 2.0978
H -1.4784 0.5980 1.3962
H 4.1332 4.2562 -2.0138
H -5.0298 -3.2678 7.5946
H -5.5559 -1.7607 5.8627
H 1.6814 -0.3744 0.8349
H -0.3467 4.7124 -5.5416
H 0.4325 -0.3497 -4.3633
H -4.2045 -0.5671 5.9051
H -1.5916 -0.6077 -3.2307
H -1.4589 0.8368 -5.1249
H -3.2683 -3.4535 8.0124
H -0.9833 0.5612 -1.9501
H 1.0541 -1.1462 -1.8101
H 1.4257 -3.5055 -1.9747
H -0.8507 -0.3989 2.7482
H -3.0925 -1.0768 1.5583
H -1.1329 2.0696 -3.9141
H -3.8371 0.2143 2.3722
H -4.2425 -2.8423 3.9553
H 0.0608 2.3614 2.6212
H -1.6236 3.5719 -5.1162
H 6.3302 -0.9507 -2.6750
H -0.1838 -3.7651 -1.0948
H -0.3733 2.7251 4.2485

Atomic forces in eV per Å
-0.489 1.033 -1.114
-0.504 2.282 -1.486
-0.426 -0.340 -0.430
-0.503 0.540 -0.548
0.229 -0.445 -0.466
-0.301 -1.321 1.314
1.071 -0.150 0.509
0.147 0.643 -0.776
-0.344 -0.741 0.763
0.148 0.823 0.172
-0.112 0.549 -0.305
-0.767 0.387 0.422
-0.057 0.333 -0.169
1.027 -0.030 0.365
0.168 -0.026 0.018
0.122 0.439 0.805
0.106 -0.695 -0.439
-0.165 -0.182 -0.500
2.014 -0.373 0.630
1.517 -0.930 0.273
1.152 -1.647 -0.243
-0.337 0.213 0.574
-1.396 -0.665 -0.125
0.364 0.266 -0.431
-0.561 -0.992 -1.053
0.768 -1.190 0.775
0.240 -0.068 -0.078
0.276 -0.052 0.124
-0.085 -0.014 0.278
-0.223 -0.127 0.224
-0.009 -0.243 -0.226
-0.161 0.319 0.337
0.136 -0.144 0.255
-0.203 0.331 -0.359
0.457 0.185 0.166
-0.015 0.052 -0.023
0.070 0.123 -0.271
0.329 -0.262 0.141
-0.083 -0.298 -0.079
0.146 0.183 -0.321
0.087 -0.308 0.150
0.311 0.547 0.105
-0.375 -0.301 0.105
0.060 -0.243 -0.003
-0.005 0.011 0.178
-0.519 0.258 0.646
0.053 0.109 -0.070
-0.006 0.067 -0.113
-0.491 0.271 -0.100
-0.477 0.266 0.586
-0.179 0.190 -0.081
-0.186 -0.431 -0.343
-0.185 0.436 -0.443
-0.105 0.466 -0.003
0.035 -0.272 0.510
0.143 -0.145 -0.165
0.393 -0.315 0.153
0.167 0.158 -0.021
0.229 0.378 0.278
-0.607 -0.040 -0.056
-0.981 0.026 -0.597
-0.558 0.712 0.004
-0.087 0.073 0.151
0.327 0.403 0.273
-0.794 -0.083 0.151

(2)
Computed, not measured: a 3-piece molecular cluster, C15H39ClNO14P3 overall, with ωB97M-V/def2-TZVPD.

Summary:
Total charge = 0
E_LUMO = 0.71 eV
Energy relative to the best compared isomer or geometry (same formula, charge and spin) = 0.0000 eV
Calculated total energy = -3187.4729 hartree
SMILES = C[C@H](O)COO[P@@](=O)(OCCCN)OC[C@H](C)Cl.COP(=O)(OC)OC.COP(=O)(OC)OC
Highest occupied orbital energy = -9.26 eV
Molar mass = 585.85 g mol⁻¹

CARTESIAN COORDINATES (ANGSTROEM)
Cl 1.7721 -2.4851 0.2016
P 2.9227 -0.4736 -2.8408
P -0.8940 -3.8068 3.7392
P -4.8542 3.8361 -0.2379
O -1.0840 -4.9430 4.8438
O 0.5519 -0.7228 -2.1340
O -4.4785 2.7286 -1.1096
O -1.9580 -2.7212 4.1684
O -4.2944 3.7222 1.2322
O 3.4092 -1.9274 -2.3632
O -0.9680 1.6979 0.0698
O -6.4208 4.0240 -0.0049
O 0.4632 -3.2964 3.5985
O 2.5768 -0.5412 -4.2447
O -1.5379 -4.3994 2.4068
O 4.0703 0.5737 -2.5175
O 1.6950 0.1063 -1.9690
O -4.3218 5.2671 -0.6932
N 7.1483 2.2958 -5.1876
C -1.2791 -0.6040 0.7167
C 6.2795 1.3368 -3.0473
C -0.5135 0.0845 -1.6395
C 4.1273 -1.9671 -1.1120
C -4.5394 4.7881 2.1543
C 3.3293 -1.5992 0.1175
C -1.4935 -5.8002 2.1407
C -7.3408 3.6308 -1.0297
C 4.1073 -1.9402 1.3884
C 0.0058 -5.8195 5.1488
C 5.0084 0.7068 -3.6242
C -3.3339 -3.0993 4.2662
C -0.4549 0.3762 -0.1398
C -5.1542 6.1427 -1.4524
C 6.7287 2.5740 -3.7993
H -2.1335 -6.3343 2.8445
H 7.5961 2.9857 -3.2754
H -1.5039 -0.0926 1.6497
H 5.0428 -1.3753 -1.1577
H 6.8411 1.3848 -5.5010
H -3.7327 -3.3378 3.2805
H 3.0829 -0.5419 0.1798
H 4.0784 -3.0020 1.6114
H -4.5519 6.9951 -1.7547
H -0.4222 1.0345 -2.1749
H -5.5382 5.6462 -2.3448
H -7.6797 4.5133 -1.5731
H -1.4654 -0.3374 -1.9542
H -3.4550 -3.9560 4.9300
H -4.1738 4.4750 3.1282
H 4.4577 -2.9958 -0.9668
H 7.0857 0.6048 -2.9995
H -1.8730 -5.9599 1.1351
H -6.8918 2.9233 -1.7251
H 0.0203 -5.9797 6.2246
H -0.4721 -6.1798 2.1979
H 5.1324 -1.5760 1.2827
H 5.1931 -0.2842 -4.0372
H -3.8822 -2.2551 4.6753
H -0.7127 -1.4923 0.9859
H 0.5547 0.3912 0.2624
H 0.9610 -5.3971 4.8406
H -0.1479 -6.7783 4.6522
H 6.0593 1.6412 -2.0250
H 6.7504 3.0024 -5.7897
H 5.9735 3.3630 -3.7936
H 4.5757 1.3078 -4.4211
H -2.1725 -0.8835 0.1571
H -8.1983 3.1617 -0.5525
H -1.7475 1.7946 -0.4974
H 3.6662 -1.3985 2.2213
H -4.0051 5.6864 1.8463
H -5.6065 5.0007 2.2276
H -5.9802 6.5001 -0.8360

Atomic forces in eV per Å
0.129 -0.026 -0.207
-0.669 -0.443 -1.521
-0.164 0.311 -0.052
0.259 0.046 0.335
0.076 0.015 -0.185
-0.830 -0.804 -0.050
-0.004 -0.093 -0.039
0.132 -0.135 -0.050
-0.072 -0.005 -0.201
0.183 1.276 1.144
-0.051 -0.023 -0.397
0.135 -0.017 -0.199
0.077 -0.037 0.074
-0.117 -0.190 -0.982
-0.099 -0.065 0.131
-0.523 -0.315 0.385
1.296 0.378 0.918
-0.137 0.024 0.080
-0.140 0.108 0.331
0.520 0.230 -0.356
-0.409 0.245 -0.114
0.864 1.035 -0.174
-0.014 -0.912 0.159
0.002 0.190 0.202
-0.031 -0.022 0.854
-0.023 -0.111 -0.029
-0.289 -0.039 -0.134
0.073 0.543 -0.204
0.147 -0.239 0.146
0.638 -0.022 0.318
-0.265 -0.023 -0.003
-0.897 -0.178 0.721
-0.061 0.093 -0.038
0.762 0.040 -0.294
0.070 -0.027 0.032
-0.042 0.047 0.089
-0.309 -0.025 -0.014
-0.147 0.306 -0.083
-0.094 0.085 -0.089
0.048 -0.008 -0.006
-0.115 0.063 -0.398
0.141 -0.088 -0.094
0.102 -0.077 0.016
-0.078 0.118 0.122
0.007 0.010 -0.006
0.021 0.010 0.020
0.162 -0.601 0.022
0.040 0.006 0.000
0.037 -0.128 -0.067
-0.158 -0.150 -0.295
0.092 0.008 -0.059
0.035 0.122 -0.024
0.110 0.007 0.072
-0.080 0.053 -0.001
-0.001 -0.001 -0.014
0.099 -0.181 0.061
0.035 -0.007 -0.044
0.128 0.067 0.007
0.002 -0.169 -0.216
0.214 0.046 -0.398
-0.068 0.107 -0.044
-0.022 0.018 -0.010
0.008 -0.076 0.095
0.076 -0.202 -0.265
-0.265 -0.182 0.167
-0.224 0.099 0.146
-0.224 -0.038 0.343
0.046 0.023 0.082
-0.019 0.163 0.295
-0.079 -0.128 0.109
-0.004 -0.026 -0.044
0.001 -0.032 -0.029
-0.046 -0.048 -0.047

no.,frontier orbital gap (eV)
1,2.98
2,9.97